No. 1
A molecular structure, C4H7NO, computed with ωB97M-V/def2-TZVPD.

Computed properties:
Spin multiplicity ... 1
Orbital gap ... 0.3376 Ha
Molecular weight ... 85.1 g mol⁻¹
Relative energy (zero: lowest compared OMol25 entry of this formula, charge and spin) ... 4.7567 eV
Calculated total energy ... -7794.888 eV

Atoms and positions in Å:
H -0.85453 -0.22766 -0.91939
C 1.65707 0.61807 -0.20406
N 2.52360 0.38233 -0.93131
H 0.85408 -1.95321 -0.62331
C 0.51296 0.87781 0.67937
H 0.56376 0.15710 1.50200
H -1.65766 0.84157 0.59162
C -0.94761 -1.44997 -0.53123
O 0.16098 -1.91473 0.05326
C -0.80249 0.75647 -0.08238
H -0.88709 1.51227 -0.86425
H -1.75849 -1.47676 0.21102
H 0.63542 1.87672 1.11864

Atom charges from the Löwdin analysis, given in e for atoms 1 to 4: H 0.022; C -0.239; N 0.147; H 0.099

=====

No. 2
2 unconnected molecules or ions with the total composition C20H34FO4 at a distorted geometry, computed with ωB97M-V/def2-TZVPD.

Computed properties:
Spin multiplicity ... 1
Orbital gap ... 0.0802 Ha
Molecular weight ... 357.5 g mol⁻¹
Charge ... -1
Calculated total energy ... -32188.764 eV

Atoms and positions in Å:
H 3.08455 2.48463 0.87257
H -2.18353 -1.72445 -1.31039
C -3.87158 -3.56552 4.20388
F 4.52983 3.13659 -0.58781
C -4.75151 -2.36219 3.52277
H -4.48466 -3.92201 5.16361
O 8.16091 0.06374 -1.64073
H -2.80506 -0.81436 -2.94894
C 8.34473 1.80352 -0.12432
C -1.24120 2.25805 1.49713
C 3.30125 2.36176 -0.29393
C -4.59375 -2.21564 1.89787
H 1.77938 2.20139 -2.00127
C -2.83478 -0.86436 -1.77621
H -2.84945 -3.14280 4.64224
C 8.52773 1.33187 -1.57652
H 7.70880 1.84344 -3.54432
C 3.47602 0.72215 -0.52055
C -4.45407 -0.99248 -1.38201
C -0.39250 1.85213 0.14694
H -4.63902 -4.69026 -0.90809
H -4.89318 -2.92797 -2.63963
H -3.17609 -3.58709 -0.46452
H -5.36167 -1.36352 1.56648
H -6.19457 -2.52368 -1.31402
C 0.54214 3.87386 1.32229
H -6.18882 -3.53387 0.90641
H -4.35570 -1.34570 4.00337
H -0.12196 0.83472 -1.96976
O -0.64411 3.46307 2.09396
H 7.31428 1.67503 0.23250
H 9.55016 1.61973 -1.85907
H -3.68408 -4.49723 3.52147
O 1.38510 4.90934 1.53438
H -5.88233 -2.51201 3.82559
H -2.94201 0.89763 -0.32519
C 0.72325 2.84075 0.03071
O -2.27785 1.68174 2.11233
C 7.59514 2.14007 -2.49386
H 8.58849 2.86888 -0.03697
H 7.83147 3.20887 -2.43000
H -4.68175 -0.50917 -0.32026
C -5.03018 -2.53060 -1.52981
H -5.08409 -0.33869 -2.15379
C -5.01448 -3.55458 1.03994
C -4.36881 -3.60843 -0.48267
H 9.00761 1.26006 0.56084
H 4.61278 0.49714 -0.23521
H -0.21890 -0.41933 -0.56439
H 2.13360 4.04503 -1.47173
H -3.52899 -1.88424 1.52925
C -0.65117 0.60677 -0.92490
H -4.67668 -4.55207 1.58168
C 1.95074 2.94248 -1.09154
H 3.26716 0.39388 -1.62448
H -2.43885 1.43276 -2.07392
H 2.83340 0.10584 0.27290
C -2.26806 0.60109 -1.23563
H 6.53691 2.02425 -2.22467

Atom charges from the Löwdin analysis, given in e for atoms 1 to 4: H 0.144; H 0.102; C -0.157; F -0.093

=====

No. 3
2 unconnected molecules or ions with the total composition C4H14N3, computed with ωB97M-V/def2-TZVPD.

Computed properties:
Spin multiplicity ... 1
Orbital gap ... 0.3043 Ha
Molecular weight ... 104.2 g mol⁻¹
Charge ... +1
Relative energy (zero: lowest compared OMol25 entry of this formula, charge and spin) ... 1.1752 eV
Calculated total energy ... -8838.848 eV

Atoms and positions in Å:
H 0.24594 2.11675 2.82102
H -1.45811 -0.56436 0.97826
C -1.03061 0.10203 -1.66245
H 2.55136 1.90540 2.62883
H -1.55376 0.86128 -1.07592
N -1.21840 -1.19526 -1.02914
H 0.02619 0.43051 -1.64666
H 1.99536 -0.78702 1.53534
H 0.21404 -0.78818 0.48610
H -0.67087 -0.42447 -3.70673
C 1.90255 1.08295 2.35602
H -1.45152 1.11705 -3.52007
H -0.02592 0.46207 2.37397
H -2.40991 -0.35379 -3.29665
C -1.43586 0.09881 -3.13208
H 3.50399 -0.01168 1.87118
N 2.49818 0.01562 1.89164
C -0.81517 -1.18814 0.35130
N 0.62252 1.20966 2.57981
H -0.82403 -2.21001 0.72895
H -0.66598 -1.87922 -1.53270

Atom charges from the Löwdin analysis, given in e for atoms 1 to 4: H 0.149; H 0.077; C -0.322; H 0.167

=====

No. 4
A single C6H7N molecule at a distorted geometry, computed with ωB97M-V/def2-TZVPD.

Computed properties:
Spin multiplicity ... 1
Orbital gap ... 0.3218 Ha
Molecular weight ... 93.1 g mol⁻¹
Relative energy (zero: lowest compared OMol25 entry of this formula, charge and spin) ... 6.4938 eV
Calculated total energy ... -7819.153 eV

Atoms and positions in Å:
H -0.45549 -0.62180 1.18025
H -0.43686 0.88056 -1.38814
N 3.46230 -0.49915 0.37286
C 1.18058 -0.36786 -0.70107
H -2.97761 -0.69601 0.48831
C -2.19595 -0.37675 -0.21554
C -0.98703 0.11672 0.61373
C 1.34437 1.06637 0.09146
H 4.31619 -0.13303 0.58378
H -1.33125 0.88072 1.26616
H -2.00229 -1.23063 -0.89055
H -2.36752 0.41117 -0.97386
C 2.39263 -0.00385 0.03000
C 0.05793 0.57354 -0.45740

Atom charges from the Löwdin analysis, given in e for atoms 1 to 4: H 0.101; H 0.121; N 0.147; C 0.166

=====

LUMO for every record listed, in sequence, given in eV: 0.79; 0.04; -3.79; -0.13.